Here is a 9-piece molecular cluster, C50H123N9O11 overall at a distorted geometry from the OMol25 dataset. Energies are from ωB97M-V/def2-TZVPD.

```
193
Properties=species:S:1:pos:R:3:forces:R:3
O -1.529244 -4.363190 0.576196 1.10 -0.37 0.10
O 5.209656 -0.989941 -0.028322 -1.01 -2.22 -0.97
O -4.569731 -7.191897 -2.461904 -2.29 0.58 0.55
O -1.250564 -1.783997 -6.202363 1.39 -0.27 1.40
O 0.757035 -0.934829 -0.233881 0.72 -0.51 0.54
O 2.822656 -4.021211 -3.731239 -2.31 0.11 0.51
O 3.507545 -1.200465 3.815165 2.19 2.24 2.92
O -0.993928 1.718831 4.209529 -0.64 -1.07 0.71
O 2.407988 4.290004 3.287886 -0.83 1.00 -0.49
O -4.342563 0.921591 -1.438571 -0.74 -1.33 1.29
O -3.126710 4.806549 -6.225258 -1.21 0.19 -0.85
N -1.657414 -4.995832 -2.764253 0.23 0.36 2.11
N -1.513318 5.379368 -4.009082 -0.07 -0.85 -0.27
N 5.747887 -1.365865 5.704303 -0.76 -1.15 0.08
N -2.811553 -1.627280 0.812072 -0.01 0.14 0.93
N -1.886139 1.519738 5.332348 -0.29 0.00 0.69
N 0.483169 0.138634 -1.058801 -1.26 2.18 -1.27
N 6.824418 1.500201 2.118770 0.89 1.53 2.70
N -0.519609 4.657800 2.779209 -0.51 -1.49 -0.85
N 1.859739 -2.660692 -6.492426 0.11 -0.26 -1.04
C 5.939611 0.971585 1.174988 0.54 -1.96 -3.41
C -4.522395 -0.265774 -0.541573 2.07 0.42 -0.94
C 0.607237 -3.006453 -7.161077 0.42 -1.26 0.87
C 4.763992 -0.300290 5.835747 -1.14 -1.70 -0.72
C -3.388089 -2.923385 0.536626 0.71 0.24 0.56
C -1.900746 5.523831 -6.426627 0.47 -1.30 -2.29
C 0.717429 1.487006 -0.411358 0.10 0.13 -0.76
C 5.821955 -0.642607 1.162058 0.60 3.57 -0.01
C 0.076898 4.927177 5.061543 1.43 1.06 -0.50
C 0.026820 1.710887 6.960102 -0.09 0.74 -0.04
C 0.858139 2.360833 -2.900788 0.48 0.45 1.59
C 2.660342 -3.834659 -6.109409 -0.73 -0.66 1.21
C -2.599819 -3.962986 1.368052 -1.52 0.36 -0.26
C 4.760482 -2.377478 0.068310 0.00 0.24 0.88
C -4.234646 0.725828 5.992329 0.79 -1.90 2.03
C -0.345128 1.742832 0.710939 1.40 -1.33 0.11
C 0.402890 2.661174 -1.450608 1.06 -1.10 -1.35
C 2.215219 1.614358 0.088703 -0.49 -0.10 -0.69
C 2.189048 -0.326329 -2.950686 0.08 -1.96 1.60
C 6.576375 1.479210 -0.188546 -2.37 -1.38 -0.82
C -3.234028 0.929441 4.844357 0.57 0.43 -0.67
C -2.262286 1.033460 7.709255 -0.33 -0.47 0.09
C -1.796327 -0.475086 -6.075034 -0.96 -1.54 -0.68
C 5.368461 0.763024 6.627292 0.43 2.88 -0.62
C 0.251142 1.081302 -3.335055 0.12 0.70 0.03
C 2.176907 -4.702714 -4.831510 1.40 1.97 -0.70
C -0.702243 -0.568018 6.419585 -0.55 -0.52 -0.53
C -2.954460 -5.511635 -3.153603 1.10 -0.11 -1.66
C 0.715009 -0.140566 -2.465672 -0.82 1.57 -3.59
C -0.267676 -1.281620 -3.005804 1.09 -0.61 1.69
C -0.336226 -1.852212 -7.299285 -0.99 -0.02 0.40
C -4.017679 4.734272 -7.411045 0.28 -1.28 1.50
C 1.761256 5.608151 3.195843 0.48 -2.05 0.53
C -0.786470 -5.444759 1.112494 -0.02 -0.36 0.72
C -5.577812 1.285566 -2.001441 -1.14 -0.59 -0.13
C 0.281381 5.453402 3.623579 1.65 0.81 0.33
C 0.230948 6.414864 -5.287336 0.30 -0.69 -0.75
C 4.250519 0.005530 4.416663 -1.44 -0.21 -0.38
C 2.093447 -4.374346 -2.523871 1.90 0.85 -0.14
C -1.263033 6.170842 -5.199783 -1.38 1.50 0.08
C -3.015983 -0.378503 4.013511 -0.08 0.87 0.68
C -2.690693 -6.179642 -4.550744 -1.01 -0.73 1.53
C -1.156450 0.908538 6.539392 -2.26 -1.00 0.08
C -3.453852 -6.476594 -2.055002 1.69 -0.51 -1.02
C -5.809899 -6.479015 -2.152312 0.81 -1.00 -0.79
C -3.054290 -0.580665 -0.124820 -0.51 1.73 -0.32
C -3.944910 1.989172 3.932199 0.35 -0.13 0.07
C 2.407422 -0.938510 2.989082 0.38 -2.05 -1.24
C -3.690141 0.383536 7.459418 1.66 1.66 -1.46
C 3.774429 4.112932 3.526701 0.56 -1.26 0.33
H -4.543778 5.667863 -7.610333 0.46 -0.01 -0.24
H 6.339659 -1.152690 4.914064 0.45 0.35 -0.10
H -1.283350 -6.412401 1.042640 -0.14 -0.23 -1.38
H -4.489648 0.764071 8.095077 0.48 0.04 0.51
H 1.633638 -1.935971 -5.826268 0.61 -0.37 0.64
H -2.319676 2.062247 8.064787 -0.15 0.30 -0.57
H 2.326790 2.402742 0.833090 -0.09 -0.11 0.20
H 1.815932 6.006184 2.182595 0.01 -0.25 -0.33
H 0.588433 1.113341 -4.371062 -0.18 -1.55 -0.34
H 0.657450 3.148693 -3.626803 -0.59 0.34 0.29
H -0.026495 -1.774589 -3.947565 0.28 0.63 -0.24
H -0.340928 2.727038 7.102588 0.53 0.27 0.07
H -4.437335 -2.799330 0.804573 -0.18 -0.77 -0.15
H 0.730803 -3.535050 -8.106283 0.61 0.47 -0.40
H -0.171223 -0.852857 5.511298 -0.53 0.49 -0.69
H 0.996707 3.558750 -1.277864 -0.65 0.24 1.20
H -1.453178 4.727100 3.158338 -0.37 -0.22 -0.43
H -3.594362 -6.724737 -4.823460 -0.19 0.54 -0.73
H 2.632701 -0.803383 -2.076796 0.62 -0.34 -0.06
H -0.823518 1.263531 -3.335141 -0.29 -0.46 0.09
H 2.684941 0.683929 0.407715 -0.56 -0.16 0.53
H -5.150493 -0.027771 0.316884 -0.04 0.18 -0.02
H 2.873582 0.489178 -3.184040 -0.76 0.50 0.04
H -2.417184 -0.649098 -1.006587 -0.26 -0.22 -0.60
H -5.664717 2.296224 -2.400328 0.85 0.03 0.04
H -1.146264 4.494896 -4.330139 0.97 -0.75 0.60
H -0.897020 5.269756 5.411134 0.16 -0.39 0.43
H -3.671438 -4.694618 -3.234350 -0.37 0.08 -0.41
H 0.846721 1.660553 6.243630 -0.06 0.14 -0.12
H -6.621982 -7.076500 -2.566615 0.08 0.01 -0.02
H 4.800873 -2.999150 -0.826112 -0.18 0.90 -0.53
H -0.681402 2.766935 -1.485414 0.15 0.58 0.18
H -0.676032 0.823177 1.193488 0.34 -0.29 0.06
H -4.108219 2.920907 4.473766 0.60 0.21 0.02
H -3.240150 -3.158656 -0.517355 -0.43 -0.45 -0.34
H 5.169102 -2.099298 5.320668 0.23 -0.89 0.00
H 6.863746 -0.955429 1.091940 0.15 -0.60 0.85
H 0.044956 -0.956499 7.111591 -0.26 0.66 0.90
H -3.679125 4.131875 -8.254007 1.59 1.20 -0.66
H -0.198589 -2.105991 -2.296047 -0.04 -0.36 0.21
H -3.450402 2.143966 2.973249 0.35 0.18 0.17
H -2.783884 -1.212642 4.675666 0.10 -0.04 -0.08
H -0.022691 6.481096 3.424875 -0.31 0.73 1.19
H -1.917859 0.517918 8.605739 0.59 -0.20 -0.05
H 3.883939 -0.608755 6.400070 0.05 -0.90 0.00
H -0.965509 -1.970130 -8.181439 0.19 0.11 -0.45
H 1.947776 2.349320 -2.926802 0.23 -0.38 0.11
H 2.839722 -1.145687 2.010156 -0.59 1.36 -0.84
H -1.600164 -1.176456 6.527532 0.21 -0.40 -0.18
H 1.741890 -0.084565 3.115306 0.59 0.37 0.13
H 5.802312 1.445796 -0.955237 -0.16 0.29 -0.24
H -4.966724 1.525176 6.107227 0.29 0.13 -0.23
H -3.187773 -4.834662 1.655458 -0.39 -0.15 -0.14
H 3.779488 -2.390476 0.543259 -0.41 0.06 -0.50
H -3.923220 -0.622226 3.460675 0.02 0.02 -0.05
H 4.604543 1.368236 7.115384 0.14 -0.05 0.41
H 0.222131 -3.817569 -6.543102 -1.24 0.04 0.06
H -2.676652 -7.232739 -1.944108 0.29 0.01 0.09
H -2.313377 -3.481626 2.303112 0.41 0.09 0.17
H -1.072665 0.316564 -5.880859 0.10 -0.02 -0.42
H -4.908811 -1.141492 -1.063010 -0.49 0.26 -0.43
H 0.679639 5.423133 -5.344244 0.32 -0.14 -0.22
H 5.217275 -0.921393 2.025033 0.46 -0.47 0.22
H -2.469829 5.055783 -4.030773 -0.84 0.68 0.27
H 4.526401 4.666398 2.964286 -0.41 0.76 -0.04
H -2.768872 0.382061 0.299194 0.38 -0.11 0.36
H -1.855081 -4.411346 -1.964617 0.56 0.08 0.62
H 4.034663 4.033462 4.582193 -0.11 1.04 0.45
H 1.076763 -3.990370 -2.440088 -0.39 -0.71 -0.82
H 1.087856 -4.720321 -4.789419 -0.19 0.35 0.34
H 2.275111 6.338247 3.821151 -0.07 -0.04 0.36
H -1.273794 2.173706 0.336732 0.38 0.52 0.10
H -0.519183 4.970402 1.818800 -0.13 0.00 -0.13
H 0.206996 -0.908731 -7.352545 0.25 0.07 -0.24
H 0.229773 -5.408853 0.719984 -0.30 -0.27 -0.22
H 3.554146 0.842727 4.369194 -0.25 0.07 0.21
H 2.684175 -4.511115 -6.963779 0.08 0.18 -0.22
H -1.778836 7.128553 -5.130218 -0.01 0.26 0.54
H 2.498231 -5.739033 -4.727177 0.19 -0.24 -0.85
H 2.259271 -1.060466 -3.753314 -0.09 0.02 -0.07
H -0.022027 -1.485383 -0.341341 -0.17 -0.25 0.26
H 2.882800 1.872976 -0.733220 -0.21 0.33 -0.41
H 1.807776 -1.846921 3.046713 -0.56 0.03 0.56
H 4.952655 1.407713 1.329287 -0.09 -0.06 -0.05
H 4.021731 3.080187 3.280986 -0.36 -0.30 -0.63
H -2.337888 -0.506476 -7.020453 -0.31 1.85 -0.20
H -6.411856 1.201400 -1.304750 0.04 0.11 0.61
H 0.524285 6.967205 -6.180071 -0.07 0.01 -0.08
H -5.880864 0.581763 -2.776641 0.23 -0.08 -0.48
H -5.968830 -6.403779 -1.076589 0.21 0.18 0.09
H 5.332394 -2.975681 0.777651 0.70 0.36 0.19
H 0.388519 1.302167 7.903616 -0.01 0.15 0.07
H 0.718326 6.878268 -4.429530 -0.66 0.19 0.16
H -2.201021 -0.209879 3.309582 -0.06 -0.15 0.00
H -4.970508 1.731616 3.667761 -0.04 -0.77 0.14
H 7.805295 1.376968 1.911920 0.28 -1.27 -0.14
H -3.547863 -6.012240 -1.073357 -0.28 0.41 0.07
H 6.947842 2.503085 -0.146361 0.15 -0.15 0.17
H -5.810532 -5.508659 -2.648805 -0.04 0.15 0.20
H -1.091103 -4.399745 -3.350814 -0.62 -0.19 -0.91
H 6.810646 2.450286 1.776361 -0.20 0.93 1.14
H 0.303757 3.868943 5.191036 -0.74 -0.17 -0.62
H -4.750373 3.942063 -7.257269 -0.68 0.45 1.51
H 2.542890 -3.814303 -1.703835 0.60 -0.24 0.06
H 5.120490 0.326859 3.843956 0.06 -0.39 -0.55
H 7.282057 0.760673 -0.605467 0.54 0.16 0.47
H 0.225827 2.277496 1.470036 -0.86 0.61 0.16
H -0.754795 2.645552 4.284299 -0.06 0.24 -0.28
H 2.304361 -5.439553 -2.429341 -0.93 -0.14 0.62
H -2.277007 -5.471935 -5.269151 -0.50 0.03 -0.07
H 3.674171 -3.507817 -5.878272 -0.02 -0.11 -0.04
H -1.983233 -7.003443 -4.456169 0.42 0.18 0.38
H -0.720596 -5.511793 2.198435 0.26 1.32 0.51
H 5.798004 1.444417 5.892928 0.57 0.46 0.09
H -3.515021 -0.659592 7.722701 -0.57 -0.26 -0.67
H -1.205303 4.806537 -6.862452 0.55 -0.62 0.32
H -1.822850 -1.707534 1.002137 0.08 0.11 0.01
H -2.541538 -0.477261 -5.279566 0.17 -0.13 0.12
H -1.327258 -1.025915 -3.004536 0.15 0.56 -0.06
H 0.921588 5.284209 5.650731 -0.39 0.80 0.50
H -4.771593 -0.208167 5.826661 -0.50 0.24 -0.80
H 6.182973 0.459437 7.284956 -0.45 -0.26 0.07
H -2.044424 6.116974 -7.329756 -0.02 1.14 0.41
```
Positions in Å, forces in eV/Å.

Results
**HOMO-LUMO gap**: 8.3 eV
**Lowest unoccupied orbital energy**: 0.50 eV
**Relative energy (zero: lowest compared OMol25 entry of this formula, charge and spin)**: 218.2 kcal per mole
**Total charge**: 0
**SMILES string**: CC1(C)CCCC(C)(C)N1O.CC1(C)CCCC(C)(C)N1O.COC[C@H](C)N.COC[C@H](C)N.COC[C@H](C)N.COC[C@H](C)N.COC[C@H](C)N.COCCNCCOC.COCCNCCOC
**Total energy**: -89762.01453 eV

Results of the Mulliken charge analysis, in e, for atoms 1 through 6:
1. O 0.214
2. O -0.350
3. O -0.417
4. O -0.145
5. O 0.547
6. O -0.350